1.
DFT (the ωB97M-V functional and the def2-TZVPD basis) results for a molecular structure, H26NeO13.

Computed properties:
E_HOMO in eV: -10.9368
Energy relative to the best compared isomer or geometry (same formula, charge and spin) in kcal per mole: 17.0
LUMO in eV: -0.24
Frontier orbital gap in eV: 10.694

Structure (XYZ):
```
40
Properties=species:S:1:pos:R:3:forces:R:3
Ne 0.1143 -0.2789 0.4192 0.088 0.148 0.126
H 1.6956 1.0220 -4.0726 -0.038 0.092 -0.216
O 0.6896 3.7424 1.2020 0.830 0.034 -0.089
O 2.8503 -0.4716 0.8919 0.259 0.085 1.011
H -2.2654 -0.1191 1.3422 0.153 0.248 0.736
H 1.5433 -2.4072 3.2019 0.190 -0.238 0.024
H 0.1749 -3.2975 1.5579 -0.305 0.320 0.127
H 1.4674 2.5148 -0.0150 -0.289 0.775 0.395
H -3.1273 0.1242 -3.5082 -0.244 -0.075 -0.058
H -1.8543 1.4226 -0.7296 -0.361 -0.774 0.884
O 1.7755 1.9009 -0.6816 0.628 -0.611 -0.370
O 1.8659 -2.5071 -0.7494 0.302 0.427 -0.541
H -0.7497 0.7264 2.9411 0.195 0.126 0.039
O -2.1751 0.1047 -3.6039 -0.173 -0.370 -0.681
O 1.1148 -1.5513 3.2136 -0.687 -0.069 0.253
H -1.8454 0.5252 -2.8096 0.324 0.069 0.543
H 2.3603 -3.0395 -1.3726 0.160 0.068 -0.394
O -0.8822 -2.3769 -0.8709 -0.827 -0.238 0.350
H 0.4163 -4.3353 0.4825 -0.503 -0.302 -0.181
H -0.2170 3.4522 1.1016 -0.754 -0.012 0.042
O -1.2127 1.4523 -1.4393 0.531 0.325 -0.502
O 0.7820 -3.9899 1.2968 0.508 -0.163 0.105
O -2.6341 -0.1606 0.4598 -0.610 0.404 -0.636
H -2.2781 -0.9679 0.0887 0.245 -0.427 -0.351
H 0.0248 -2.0752 -0.8213 0.596 0.031 -0.239
H 1.7151 -3.0882 -0.0039 -0.023 -0.328 0.886
H 0.9755 1.5368 -1.0606 -0.662 -0.020 0.291
H 1.7448 -0.9618 2.7990 0.478 0.189 -0.569
H -0.9340 -0.7727 2.8386 0.556 -0.391 0.281
O 1.8371 0.4464 -3.3211 -0.038 -0.353 -0.092
H 1.5724 0.9698 -2.5646 0.317 0.144 0.027
O -1.4181 0.0420 2.9730 -0.579 0.203 -0.062
H -1.4125 2.2616 -1.9098 0.148 0.288 -0.418
H 0.9816 3.3386 2.0193 0.186 0.049 0.309
O -1.8887 3.1028 0.7306 -0.181 -0.088 -0.009
H -1.9960 3.3307 -0.1929 0.019 0.261 -0.151
H 2.6470 -1.0530 0.1591 -0.101 -0.390 -0.405
H -1.1485 -2.1900 -1.7711 -0.136 0.054 -0.370
H 2.4382 0.3605 0.6595 0.036 0.482 -0.426
H -2.7478 3.2665 1.1195 -0.238 0.025 0.329
```
Positions in Å, forces in eV/Å.

natural (NBO) population analysis, charges in e, atoms 1 to 6: atom 1 (Ne): -0.001, atom 2 (H): 0.467, atom 3 (O): -0.961, atom 4 (O): -0.995, atom 5 (H): 0.492, atom 6 (H): 0.482



2.
DFT (the ωB97M-V functional and the def2-TZVPD basis) results for 16 unconnected molecules or ions with the total composition C41H111ClN5O19.

Computed properties:
E_HOMO in eV: -11.1457
Energy relative to the best compared isomer or geometry (same formula, charge and spin) in kcal per mole: 32.1
LUMO in eV: -1.89
Charge: +1
Frontier orbital gap in eV: 9.259

Structure (XYZ):
```
177
Properties=species:S:1:pos:R:3:forces:R:3
H 5.3091 6.5183 5.3443 -0.090 -0.027 0.001
H 0.3305 -1.3791 -2.5943 0.024 -0.207 0.031
H -3.8741 1.9387 1.1678 -0.029 -0.287 -0.257
H -5.8255 4.1822 2.6559 -0.020 0.057 0.103
O 1.0005 -5.1158 -11.1849 0.085 -0.042 0.234
H -2.0885 2.2211 -0.6946 -0.176 -0.102 -0.356
C 3.8746 -0.9774 -4.4730 -0.181 0.929 0.495
H -1.2910 -1.8574 -8.4689 -0.071 -0.090 -0.184
C 0.1411 1.0159 5.1072 -0.655 0.523 -0.229
C -5.6644 -1.7640 5.3145 0.078 -0.102 -0.269
O -5.9056 -1.3608 3.9687 -0.049 0.029 0.130
H 3.5022 -1.0022 2.1882 -0.216 0.310 -0.217
H 2.9394 -1.8459 -2.3185 0.089 -0.339 0.206
C 0.0930 -1.0014 9.1312 -0.086 -0.133 -0.244
H -2.2006 2.5518 3.6162 0.192 0.260 -0.159
H 3.8255 -0.3942 -1.7945 0.347 -0.285 0.194
H 0.8762 -5.0901 -9.1450 -0.014 0.050 -0.033
H -0.1443 -7.6067 2.0028 0.009 -0.052 0.074
H -4.1929 0.2813 3.4811 0.042 -0.129 -0.096
H 7.3927 9.1523 4.0633 -0.055 -0.074 -0.174
H 0.9291 -4.0116 4.3571 0.191 0.334 0.300
H -0.2572 1.8256 1.3840 0.056 -0.060 0.019
H 5.4190 0.9085 10.2303 0.075 -0.064 0.066
H -5.9767 4.4383 0.3576 -0.009 0.023 -0.099
H -1.8643 1.3199 -3.6207 -0.233 0.179 -0.028
H -0.5954 0.3065 4.7491 0.048 -0.422 -0.041
O 0.6152 -1.1102 7.8077 0.045 0.088 0.119
H -3.9262 2.6772 3.4449 -0.154 0.330 -0.154
H -3.6077 -2.0689 -5.2758 0.054 0.063 0.046
C 6.3643 9.4837 4.2306 0.184 0.332 0.214
H 2.5701 1.3288 2.6955 -0.009 0.089 -0.501
H -1.7164 -8.4327 0.5160 -0.036 0.028 -0.125
H -5.4843 -2.0070 3.3965 -0.039 -0.013 -0.078
H 3.9536 7.2556 7.7198 -0.038 0.104 0.015
H -0.1386 -4.7108 1.6526 0.116 0.066 -0.344
C 6.2581 1.2666 9.6292 -0.164 0.242 -0.048
H 2.1393 2.4617 5.6219 -0.004 -0.246 0.162
H 4.1137 -0.3698 -5.3327 -0.031 -0.164 -0.479
H 4.6394 -2.0468 1.3962 0.227 0.013 -0.252
H -1.8332 -2.2563 -11.8940 0.023 0.066 0.089
H 4.7807 -1.0314 -3.8798 0.255 -0.325 0.009
O -5.3144 4.9751 0.8002 0.047 0.006 0.160
C -3.0638 2.1068 3.1172 0.330 -0.635 0.546
H -1.5424 3.7631 1.7005 -0.025 0.264 0.268
H -2.1085 0.3804 -2.1181 -0.113 0.241 0.271
H -0.6975 -3.1915 2.3947 0.167 0.303 -0.035
H -3.0765 -4.0533 -13.8428 0.058 0.005 0.006
C 1.1532 4.1366 4.6773 1.439 0.620 0.013
C 1.8269 2.7609 4.6286 -1.041 0.368 -0.538
C 1.7985 -1.0414 0.1428 0.602 -1.444 -2.370
N 0.7544 -2.0751 0.2077 0.088 -0.516 -0.079
O 3.0423 -1.6823 0.2383 -0.162 0.893 0.886
O 1.2126 -4.1479 -0.9746 -1.218 3.375 1.981
H 6.0966 10.2464 3.4953 0.011 -0.131 -0.134
H 6.8736 0.4197 9.3386 -0.003 0.007 -0.062
H -0.1458 -6.3114 -9.9283 0.006 -0.005 0.124
H 5.1058 0.8461 3.8143 0.121 0.041 0.001
H -2.7116 -0.9087 -8.9719 0.021 -0.130 -0.124
H 0.3717 0.7778 -3.5954 0.385 0.140 0.126
H -3.0742 0.7018 4.7599 -0.094 0.045 0.241
C -0.1963 -4.1372 2.5676 -0.194 -0.122 0.384
O -2.3305 -0.9172 -6.9315 -0.102 -0.093 0.015
H 4.2489 1.7422 6.3637 -0.003 0.075 -0.053
H 2.8552 1.1615 -0.6612 0.123 0.538 -0.266
C -1.5581 -7.3644 0.6846 0.131 -0.015 0.277
H 0.9537 -5.7635 -11.8923 0.043 0.065 -0.114
O 3.9483 7.0408 6.7841 0.058 -0.105 -0.145
C 3.0658 -3.0760 2.3005 -0.572 -0.560 -0.093
H -2.3570 -3.3109 -5.0995 -0.052 0.025 -0.152
H 1.5277 5.7692 6.1075 -0.081 0.145 0.121
O 5.7891 1.8992 8.4382 0.082 -0.127 0.144
H -0.4137 -0.6498 -1.2100 -0.062 -0.029 0.237
C -1.7198 3.1797 -0.3403 -0.454 -0.297 0.097
H -6.5085 0.8251 -11.0296 -0.045 0.033 -0.049
H 5.9191 7.6410 6.5814 0.133 -0.075 -0.117
H -4.5905 -1.7876 5.5221 -0.023 -0.005 0.120
N 0.2243 1.9586 0.4971 -0.358 0.372 0.263
O 4.6269 1.4718 4.3638 -0.065 -0.086 0.019
H 1.7221 -4.8935 3.0962 0.295 -0.017 -0.043
H -1.7828 -0.1325 -7.0062 0.001 0.047 -0.019
C -2.8918 2.1040 1.6089 -0.530 0.693 0.449
H -0.8877 -3.7352 -12.1622 -0.042 0.039 -0.142
H 5.6798 5.9119 6.9741 0.132 -0.025 -0.128
H 2.7008 5.6432 4.8369 0.298 0.078 -0.012
H 0.1807 2.2758 3.3845 -0.021 -0.229 -0.449
H -3.1248 4.1786 1.0414 -0.005 0.057 -0.110
C 2.0811 5.0589 5.5052 -0.506 -0.195 -0.074
H -2.2663 1.2532 1.3351 0.109 -0.095 -0.131
H -4.3759 -5.7021 -1.1608 0.009 0.023 -0.041
H -6.0645 -0.7693 -9.4062 0.120 -0.055 0.096
H 0.1633 4.0972 5.1225 -0.191 -0.098 0.059
C 0.3450 -0.4793 -1.9662 0.433 -0.291 -0.056
H 2.7130 2.9112 4.0272 0.409 -0.138 0.040
H -2.1106 -2.2178 -15.7654 0.070 0.045 -0.030
H -4.0809 -3.7369 -4.8921 0.033 0.000 -0.094
H -6.0921 -2.7513 5.5027 0.017 0.015 0.124
H -6.7082 5.6582 2.1847 0.016 0.024 0.117
H 0.5954 -2.9309 -10.6043 -0.033 -0.167 -0.084
O -1.9680 -2.8067 -15.0207 -0.060 -0.127 0.151
H 6.8325 10.7537 5.6161 -0.015 0.054 0.114
O 1.8387 -2.8198 2.9482 0.245 0.236 -0.281
H 0.1934 3.9785 0.1506 0.098 0.160 0.100
H 3.5075 -1.9549 -4.7568 0.079 -0.246 -0.032
C -1.5175 0.4918 -3.0179 0.637 -0.343 -0.383
C 1.1461 1.1362 0.2070 1.377 -0.284 -1.081
C -0.2052 3.0875 -0.3323 -0.217 1.192 0.362
H -6.0290 -7.2669 -0.7179 -0.078 -0.034 0.076
H -4.6989 0.3555 -9.6656 0.053 -0.114 0.121
N 1.6009 0.1124 0.9623 -1.132 -0.542 1.861
C 1.1039 4.7253 3.2487 -0.340 -0.432 0.428
C 3.5795 -1.8784 1.5450 0.501 -0.299 0.706
H -2.0444 3.9215 -1.0600 0.171 0.224 -0.154
H -6.1985 -5.7921 0.2712 -0.077 -0.066 0.050
C -5.5616 -6.6523 0.0541 0.097 0.148 -0.212
O -5.9531 0.0884 -11.2947 0.127 -0.175 0.000
C -2.3083 -1.5736 -8.2066 0.242 0.315 0.198
H 2.2791 0.1134 3.8819 0.021 -0.284 0.045
C 1.7492 -0.3692 -1.2936 -0.355 1.220 -0.846
C -0.8315 -2.6811 -11.8874 0.249 -0.047 0.078
O -0.9867 -7.1462 1.9792 -0.050 -0.031 -0.129
H 3.7868 -3.4226 3.0433 0.390 0.229 0.033
H 2.9492 -3.9057 1.5969 0.001 -0.079 -0.188
H -2.4413 0.0265 3.2949 0.082 -0.119 -0.225
H -0.0018 -1.9884 9.5896 -0.017 0.053 0.109
H 0.7945 0.5899 5.8584 0.202 -0.341 -0.058
H 0.1376 4.5516 2.7852 -0.068 0.069 -0.321
C 4.7789 1.0449 5.7259 0.134 -0.199 -0.424
H -4.6870 -1.2538 -10.4168 -0.023 0.000 -0.083
H -3.6244 -3.9572 -15.5285 -0.087 -0.053 0.077
N 1.8914 1.1106 -0.9953 -0.183 -0.443 0.666
H 1.3256 5.7834 3.2530 -0.304 0.331 -0.004
C 2.9001 -0.7697 -2.2141 -0.731 0.719 -0.101
H -2.9263 -2.4667 -8.1443 -0.032 0.028 0.102
H 1.6177 -6.5566 -9.8188 -0.028 -0.009 0.111
H -0.2126 -2.1452 -12.6085 -0.143 -0.048 -0.159
C 0.9671 -3.1182 -0.3978 1.059 -2.428 -1.188
H 2.7371 4.4927 6.1578 0.060 -0.015 0.207
C 1.7764 0.7761 3.1815 0.067 -0.258 0.438
H 5.8307 1.0396 6.0044 -0.037 0.025 0.158
C 1.1352 -3.9965 3.2912 -0.683 -0.334 -0.028
H -0.8472 -4.7154 3.2145 -0.183 -0.218 0.017
H -6.1380 -1.0402 5.9721 -0.025 0.035 -0.043
H 6.8608 1.9592 10.2208 0.041 -0.092 0.065
C 2.8194 -0.2214 -3.6359 0.985 -1.250 -0.422
H 5.2472 2.6460 8.7052 -0.004 0.058 -0.035
H 0.2176 3.0581 -1.3243 0.166 -0.634 -0.164
H -3.9445 -2.6095 -14.4034 -0.079 -0.089 0.046
C -3.3251 -2.9628 -4.7323 -0.027 -0.234 0.297
Cl 3.2122 1.5147 -3.7598 -0.355 0.101 0.105
H 0.7857 -0.4035 9.7168 0.043 0.009 -0.043
H 1.8974 4.2663 2.6625 0.012 -0.116 -0.280
C 0.8269 -5.8148 -9.9536 0.008 -0.101 -0.288
C -5.7433 5.1486 2.1513 -0.102 -0.137 -0.231
C -3.2275 -3.3846 -14.6866 0.100 0.218 -0.213
C -3.2063 0.6958 3.6824 -0.239 0.066 0.106
H -2.9842 -3.4310 -2.8705 0.026 -0.020 0.049
C -5.3192 -0.4191 -10.1254 -0.255 0.309 -0.105
H 1.8720 -0.4699 -4.0938 -0.436 0.557 -0.037
H -1.6428 -0.4432 -3.5673 -0.297 -0.044 -0.205
N -0.0885 0.6980 -2.6991 -0.821 -0.153 0.274
C 0.8957 1.7027 3.9788 0.648 0.278 0.948
O 6.2303 10.0087 5.5497 -0.071 -0.185 -0.096
H -2.5181 -6.8525 0.6431 0.260 -0.082 0.068
H -0.4359 1.7868 5.6166 -0.105 0.087 0.185
O 1.0557 -0.0559 2.2288 -0.252 0.328 -0.378
O -3.2380 -2.6341 -3.3414 -0.007 0.110 -0.055
H -0.0029 -1.6401 7.2984 0.022 -0.028 -0.072
H -5.4439 -7.2448 0.9574 0.070 0.001 0.004
O -4.2637 -6.2240 -0.3629 -0.262 0.020 0.011
C -2.3472 3.4214 1.0480 0.720 -0.704 -0.161
H -0.8827 -0.5092 9.1207 0.007 0.013 0.120
H 4.3555 0.0447 5.8585 -0.010 0.028 0.136
H 5.6933 8.6355 4.1282 -0.048 0.023 0.073
H -5.0023 5.7565 2.6641 0.036 0.013 -0.050
H -0.9025 -6.9632 -0.0954 -0.088 -0.038 -0.072
C 5.2950 6.7627 6.4039 -0.137 0.166 0.437
O -0.2857 -2.5468 -10.5786 -0.137 0.200 0.139
```
Positions in Å, forces in eV/Å.

Mulliken population analysis, charges in e, atoms 1 to 6: atom 1 (H): 0.181, atom 2 (H): 0.831, atom 3 (H): 0.610, atom 4 (H): 0.240, atom 5 (O): -0.502, atom 6 (H): 0.120



3.
DFT (the ωB97M-V functional and the def2-TZVPD basis) results for 3 unconnected molecules or ions with the total composition H3N3O3.

Computed properties:
E_HOMO (spin up / spin down) in eV: -8.4317 / -8.8972
Energy relative to the best compared isomer or geometry (same formula, charge and spin) in kcal per mole: 96.7
LUMO (spin up / spin down) in eV: -0.21 / 0.19
Frontier orbital gap (spin up / spin down) in eV: 8.224 / 9.086

Structure (XYZ):
```
9
Properties=species:S:1:pos:R:3:forces:R:3
H 1.8651 -2.5803 0.3388 0.140 -0.487 -0.362
H -3.2389 0.9646 -0.7132 -0.045 0.060 0.107
N 1.6802 -1.5961 0.1323 -0.018 0.229 -0.727
N 1.1457 0.7954 0.0275 0.500 -1.982 -0.838
N 1.6582 -1.1148 -0.9249 -0.019 -0.194 0.871
O 1.1235 0.3765 1.1369 -0.428 1.574 0.705
O -2.5216 0.5725 -0.2089 0.195 -0.170 -0.104
H -2.7062 0.7440 0.7174 -0.109 0.091 0.008
O 0.9940 1.8380 -0.5060 -0.217 0.879 0.339
```
Positions in Å, forces in eV/Å.

natural (NBO) population analysis, charges in e, atoms 1 to 6: atom 1 (H): 0.371, atom 2 (H): 0.471, atom 3 (N): -0.264, atom 4 (N): 0.513, atom 5 (N): 0.019, atom 6 (O): -0.322



The evaluated maximum force for the records listed, in turn: 0.0239, 0.0797, 0.0430 Eh/bohr.